17
Properties=species:S:1:pos:R:3:lowdin_charge:R:1 method="wB97M-V/def2-TZVPD" multiplicity=1 relative_energy_kcal_mol=34.0 homo_energy_ev=-9.4 smiles=C[C@H]1C[C@H]2OC[C@@H]12
C -1.42274 1.12571 -0.16604 -0.075
C -0.27435 0.62647 0.69737 -0.298
C -0.43007 -0.85071 1.15852 -0.081
C 0.79335 -1.22099 0.31929 -0.263
O 0.46677 -1.45689 -1.06605 -0.079
C 0.98058 -0.16518 -1.44519 -0.149
C 1.08295 0.26223 0.01168 -0.162
H -1.24626 2.12935 -0.57022 0.080
H -2.34116 1.15731 0.43254 0.081
H -1.61110 0.43859 -0.99944 0.077
H -0.10319 1.31675 1.53021 0.131
H -0.27889 -0.99529 2.23359 0.112
H -1.35468 -1.35028 0.85215 0.117
H 1.51928 -1.94447 0.70386 0.144
H 0.29177 0.39107 -2.09220 0.110
H 1.95290 -0.25783 -1.94837 0.119
H 1.97484 0.79417 0.34829 0.136

***

51
Properties=species:S:1:pos:R:3:lowdin_charge:R:1 method="wB97M-V/def2-TZVPD" multiplicity=1 relative_energy_kcal_mol=201.3 homo_energy_ev=-8.4 smiles="C/C=C/C(C)=C/N.O.O.O.O.O.O.O.O.O.O.O"
C -2.67483 -0.54966 3.57073 -0.113
C -1.32658 -0.20002 2.99219 -0.126
C -1.25249 0.05502 1.67064 -0.119
C -0.05317 0.55322 0.96721 -0.292
C -0.08969 2.19887 1.07748 -0.040
C 1.02395 0.05261 0.45968 -0.211
N 2.06906 0.77860 -0.01493 0.062
H -3.07303 0.30365 4.02877 0.028
H -2.45169 -1.29201 4.41936 0.104
H -3.36910 -1.00293 2.96428 0.044
H -0.55697 -0.14022 3.74438 0.107
H -2.10988 0.07254 0.91756 0.129
H -1.12882 2.64591 1.37912 0.090
H 0.39366 2.85489 0.16414 0.104
H 0.42662 2.43915 2.01427 0.048
H 1.28689 -1.06719 0.41094 0.145
H 2.66368 0.42108 -0.73341 0.048
H 1.84852 1.73747 -0.18915 0.056
O -1.02424 4.15776 -1.55094 -0.111
H -0.49434 3.73338 -2.24020 -0.001
H -1.97755 4.04084 -1.71202 0.034
O -2.19892 -2.10189 -2.37171 -0.061
H -2.40276 -3.03993 -2.85949 0.147
H -2.89986 -1.96131 -1.82788 -0.031
O -2.22212 2.02954 -1.49931 -0.056
H -3.09188 1.76785 -1.58094 -0.002
H -1.57119 1.36577 -1.07726 0.085
O 1.56334 3.75044 -2.08174 -0.079
H 1.89752 4.64518 -2.22721 0.057
H 1.37906 3.27332 -2.94624 0.085
O 2.71214 -2.16781 -3.02681 0.023
H 2.11030 -1.93824 -2.38615 -0.031
H 3.51818 -2.34871 -2.62772 0.025
O -1.49822 -4.51407 -0.20427 0.082
H -1.45343 -4.60973 -1.05061 -0.061
H -1.02502 -5.02806 0.31340 -0.040
O 0.35570 -3.18881 -1.53508 -0.101
H -0.42558 -3.21747 -1.01800 -0.045
H 0.15247 -2.69769 -2.43588 0.100
O 3.29594 0.63933 -2.89070 -0.014
H 3.23933 -0.19946 -3.26112 -0.035
H 3.61645 0.47962 -2.01140 0.007
O 1.13823 -4.90544 1.09058 -0.082
H 1.80422 -4.36361 0.61162 0.043
H 1.42952 -4.34692 1.87708 0.079
O 3.31160 1.65809 2.61947 -0.068
H 2.46124 1.81754 3.09212 0.042
H 3.01578 1.55259 1.73093 -0.039
O -3.52704 2.38690 3.24832 -0.028
H -4.04282 1.66691 2.78807 0.078
H -2.66719 2.37306 3.02324 -0.063

***

79
Properties=species:S:1:pos:R:3:lowdin_charge:R:1 method="wB97M-V/def2-TZVPD" multiplicity=1 relative_energy_kcal_mol=48.6 homo_energy_ev=-5.9 total_charge=-1
F 3.14926 -2.50236 -2.71551 0.133
C 2.07055 -2.44801 -3.58626 -0.354
F 1.85886 -3.69839 -4.20473 0.111
F 2.36558 -1.57143 -4.64590 0.109
C 0.70701 -2.07565 -2.84979 -0.232
F -0.33065 -2.31364 -3.74068 0.095
F 0.55805 -3.03921 -1.81558 0.063
C 0.68215 -0.64790 -2.14057 -0.199
F 1.65138 0.25198 -2.59800 0.111
F 1.02766 -0.89229 -0.77699 0.062
C -0.79565 0.01781 -2.04287 -0.210
F -1.55365 -0.88541 -1.32228 0.110
F -0.59247 1.12270 -1.15403 0.056
C -1.37266 0.59487 -3.37899 -0.177
F -1.46191 2.01195 -3.22928 0.033
F -0.46547 0.43330 -4.46423 0.097
C -2.79062 0.12977 -3.93282 -0.206
F -3.15706 1.22541 -4.79227 0.061
F -2.62673 -0.90386 -4.88398 0.056
C -3.98957 -0.01548 -2.93221 -0.233
F -5.13592 0.56949 -3.56043 0.056
F -3.71729 0.89182 -1.84657 0.030
C -4.45352 -1.39480 -2.32222 -0.410
F -4.47321 -1.23849 -0.88281 -0.060
F -5.84573 -1.57858 -2.66246 -0.058
Ga -3.51647 -3.16550 -2.71127 0.328
H -2.15914 -3.38207 -1.84728 -0.109
H -3.12761 -3.42239 -4.25955 -0.116
H -4.48863 -4.37938 -2.27618 -0.119
N -2.56966 4.22419 0.61965 0.004
C -3.38608 3.21265 0.18631 -0.129
C -4.57963 3.31613 0.85586 -0.099
C -4.48264 4.43485 1.72168 -0.118
C -3.23237 4.97708 1.55228 -0.155
H -1.62943 4.38933 0.30125 0.125
H -3.04714 2.50918 -0.55667 0.083
H -5.42875 2.66053 0.73541 0.096
H -5.24371 4.80266 2.39354 0.087
H -2.75825 5.82976 2.01370 0.101
N 0.65242 2.26099 1.67293 0.009
C 1.96404 1.89322 1.81403 -0.147
C 2.32661 2.11188 3.12019 -0.118
C 1.18965 2.62525 3.79346 -0.115
C 0.17114 2.70354 2.87587 -0.137
H 0.12372 2.21193 0.81744 0.112
H 2.52443 1.51016 0.97490 0.103
H 3.30110 1.92221 3.54456 0.089
H 1.12387 2.90542 4.83403 0.089
H -0.85133 3.03597 2.97417 0.104
N 0.49674 4.94361 -1.88876 0.002
C -0.30856 4.57456 -2.93462 -0.124
C -0.54076 5.68926 -3.70180 -0.102
C 0.15409 6.76938 -3.10033 -0.118
C 0.78730 6.27902 -1.98535 -0.150
H 0.82492 4.32877 -1.16272 0.133
H -0.64645 3.55277 -3.04010 0.082
H -1.14285 5.72383 -4.59719 0.092
H 0.18735 7.79183 -3.44585 0.087
H 1.41641 6.76290 -1.25409 0.102
N 1.23052 -3.27513 1.51535 0.026
C 1.14854 -3.11239 2.87170 -0.127
C 1.24286 -4.35287 3.45349 -0.143
C 1.39322 -5.29879 2.40846 -0.122
C 1.38470 -4.60321 1.22388 -0.132
H 1.18498 -2.53260 0.83628 0.119
H 1.02905 -2.13103 3.30463 0.110
H 1.20861 -4.55718 4.51275 0.083
H 1.49658 -6.36877 2.51148 0.091
H 1.47339 -4.93827 0.20200 0.107
N 4.57393 -4.70482 4.19465 0.019
C 5.88625 -5.06947 4.32777 -0.146
C 6.25666 -4.85210 5.63247 -0.127
C 5.12287 -4.34247 6.31263 -0.120
C 4.09893 -4.26535 5.40007 -0.142
H 4.03914 -4.75333 3.34071 0.129
H 6.44244 -5.44975 3.48490 0.102
H 7.23423 -5.04015 6.05082 0.084
H 5.06222 -4.06366 7.35402 0.086
H 3.07812 -3.93578 5.50390 0.087

***

56
Properties=species:S:1:pos:R:3:lowdin_charge:R:1 method="wB97M-V/def2-TZVPD" s2=6.036 multiplicity=5 homo_energy_ev="-7.8 / -8.0"
Co -1.76883 -0.69082 2.14854 -0.094
S -8.65078 -0.05810 2.95265 0.608
C -7.02849 -0.19332 2.96630 -1.491
S -6.19973 -1.72254 3.00200 0.922
C -4.57118 -1.10407 2.94120 -1.122
C -4.45324 0.28966 2.92197 -1.135
S -2.98520 1.14419 2.92166 0.567
S -5.95361 1.17505 2.93169 0.923
S -3.28412 -2.21018 2.94202 0.628
C 4.52384 -0.08939 4.20298 -0.093
C 3.43380 0.73143 4.45377 -0.090
C 2.20367 0.45102 3.87900 -0.124
C 2.03528 -0.64238 3.02681 -0.332
C 3.12980 -1.48663 2.83175 -0.122
C 4.36337 -1.21414 3.40741 -0.089
Si 0.49933 -0.88448 1.93263 0.674
C -0.23802 0.50720 -0.62855 -0.509
C 0.39952 -0.72283 -1.27793 -0.233
C 0.07590 -0.94617 -2.74446 -0.157
C 0.04199 0.31971 -3.62369 -0.182
C 0.09706 1.60248 -2.82603 -0.041
C -0.08662 1.69602 -1.51429 -0.122
H 5.49014 0.14121 4.63325 0.100
H 3.54232 1.60090 5.09076 0.101
H 1.35801 1.09043 4.10578 0.096
H 3.02056 -2.36850 2.21068 0.085
H 5.19723 -1.88022 3.22351 0.100
H 0.87475 -2.20016 1.29995 -0.009
H 0.08503 -1.62509 -0.74666 0.110
H 0.75593 -1.68758 -3.16960 0.154
H 0.85595 0.29851 -4.35157 0.145
H 0.23297 2.50830 -3.41096 0.124
H -0.10376 2.66751 -1.03429 0.122
Te -2.43581 0.23371 -0.30573 1.388
C -2.25930 -0.38869 -2.33987 -0.447
C -2.31366 0.57167 -3.25567 -0.112
C -1.34586 0.35380 -4.40426 -0.222
C -1.62459 -0.98422 -5.03009 -0.041
C -1.67844 -1.97467 -4.15170 -0.043
C -1.37767 -1.55681 -2.73848 -0.263
C 0.86664 0.41553 0.47736 -0.421
C 1.40643 1.70349 0.99421 -0.098
C 2.47233 2.28412 0.43636 -0.073
C 3.10733 1.72859 -0.75798 -0.083
C 2.73272 0.56091 -1.27956 -0.047
C 1.74045 -0.32088 -0.58798 -0.207
H -2.84131 1.50989 -3.15079 0.112
H -1.35315 1.17615 -5.11698 0.139
H -1.77814 -1.08338 -6.09617 0.108
H -1.89095 -3.00992 -4.38298 0.111
H -1.43873 -2.39142 -2.04252 0.136
H 0.89646 2.17227 1.83025 0.109
H 2.86723 3.20753 0.84283 0.103
H 3.86970 2.32590 -1.24420 0.100
H 3.20128 0.16726 -2.17683 0.114
H 2.28419 -1.19782 -0.21748 0.125

***

Electronic energy (computed, a.u.): -309.78820 -1130.57714 -4979.92639 -4972.52988
Max |F| (computed, eV/Å): 0.38 8.87 3.87 1.42